{
  "formula": "C27H57N3O12",
  "method": "ωB97M-V/def2-TZVPD",
  "elements": ["C", "O", "C", "C", "O", "C", "C", "O", "C", "H", "H", "H", "H", "H", "H", "H", "H", "H", "H", "H", "H", "H", "H", "C", "O", "C", "C", "O", "C", "C", "O", "C", "H", "H", "H", "H", "H", "H", "H", "H", "H", "H", "H", "H", "H", "H", "C", "O", "C", "C", "O", "C", "C", "O", "C", "H", "H", "H", "H", "H", "H", "H", "H", "H", "H", "H", "H", "H", "H", "C", "O", "C", "O", "O", "C", "H", "H", "H", "H", "H", "H", "C", "C", "N", "H", "H", "H", "C", "C", "N", "H", "H", "H", "C", "C", "N", "H", "H", "H"],
  "coordinates": [[4.641554, -1.964442, 1.485523], [3.279987, -2.261532, 1.538969], [3.011182, -3.557297, 1.066565], [1.526892, -3.739314, 0.991958], [1.317077, -5.035837, 0.427460], [0.028258, -5.243539, -0.083108], [-0.201614, -4.686962, -1.461937], [-0.188426, -3.280416, -1.434118], [-0.259106, -2.668027, -2.699652], [5.231044, -2.680663, 2.084244], [4.817107, -0.968935, 1.880774], [5.023791, -2.051083, 0.457338], [3.456273, -4.306259, 1.746224], [3.480790, -3.730360, 0.088391], [1.122362, -2.965794, 0.336531], [1.053708, -3.680535, 1.976479], [-0.767046, -4.894271, 0.587922], [-0.097928, -6.327873, -0.175785], [-1.210672, -5.029154, -1.770692], [0.476363, -5.082044, -2.228116], [-0.524816, -1.622021, -2.560000], [-1.049803, -3.110553, -3.322592], [0.679418, -2.731059, -3.266184], [3.149971, 0.724937, -3.677556], [2.262438, 1.741989, -4.039263], [2.830636, 3.028935, -3.860089], [1.767679, 4.077944, -3.974142], [1.297263, 4.106563, -5.303494], [0.241601, 5.008496, -5.599952], [0.581294, 6.461784, -5.545195], [0.812425, 6.870698, -4.209632], [1.053495, 8.248994, -4.119983], [2.590346, -0.209906, -3.729664], [3.527518, 0.808572, -2.646882], [4.035367, 0.659045, -4.321727], [3.632243, 3.189841, -4.596827], [3.332381, 3.128537, -2.885257], [2.128375, 5.044091, -3.615552], [0.958802, 3.846672, -3.257722], [-0.636560, 4.807420, -4.972340], [-0.007188, 4.751475, -6.630806], [-0.275189, 7.034308, -5.931651], [1.458363, 6.677698, -6.168281], [1.253797, 8.484586, -3.075907], [0.187424, 8.833612, -4.458791], [1.921099, 8.571176, -4.711349], [2.909678, -3.581548, 5.875772], [1.932077, -2.843648, 6.539428], [0.894857, -3.657894, 7.001159], [-0.232611, -2.845955, 7.564727], [-0.835610, -2.083231, 6.535053], [-1.773449, -1.156306, 7.011220], [-1.893411, 0.000319, 6.054421], [-2.829752, -0.332472, 5.050756], [-2.906928, 0.605622, 4.010414], [3.221488, -4.484317, 6.427658], [3.797560, -2.966258, 5.739427], [2.581138, -3.938175, 4.889349], [1.271321, -4.287898, 7.830780], [0.532405, -4.375255, 6.252869], [0.154919, -2.168805, 8.336663], [-0.959729, -3.544140, 7.998144], [-1.411556, -0.739665, 7.966555], [-2.751377, -1.610469, 7.207209], [-0.898658, 0.127954, 5.607234], [-2.246028, 0.890405, 6.587781], [-2.079643, 0.503992, 3.293189], [-2.839011, 1.636489, 4.392306], [-3.842046, 0.467749, 3.473812], [-4.660291, -1.362454, -2.985398], [-3.274022, -1.021967, -3.166194], [-2.948762, 0.269969, -3.159375], [-3.694928, 1.203193, -3.051405], [-1.622852, 0.337454, -3.304034], [-1.079952, 1.639434, -3.381657], [-4.640426, -2.267931, -2.388872], [-5.064761, -1.628535, -3.962379], [-5.205965, -0.551115, -2.519679], [-0.062864, 1.651959, -3.767681], [-1.031182, 2.129129, -2.404381], [-1.668064, 2.284015, -4.037379], [-2.466985, 3.836126, 0.908345], [-1.192670, 3.900972, 0.217192], [-0.189408, 3.957167, -0.333868], [-3.260267, 4.194504, 0.251627], [-2.419403, 4.444352, 1.807934], [-2.736512, 2.809345, 1.152415], [-2.839700, -2.438731, 0.050165], [-4.196139, -1.935432, 0.243911], [-5.266965, -1.527966, 0.360401], [-2.389150, -1.845973, -0.743805], [-2.791028, -3.494947, -0.187537], [-2.296202, -2.215712, 0.968689], [1.054114, 0.755228, -0.733037], [-0.023623, 0.317756, 0.121983], [-0.861688, 0.013871, 0.849014], [0.925100, 1.796432, -1.027804], [1.174570, 0.107527, -1.597261], [1.984415, 0.746339, -0.159988]],
  "forces_ev_per_angstrom": [[0.6671, -0.5132, 0.0091], [-0.3226, 0.2595, -0.0230], [0.5991, -0.3951, 0.4992], [-0.2303, -0.1776, -0.4999], [0.0657, 0.2488, 0.1643], [-0.0296, -0.5650, -0.2355], [-0.8385, 0.0674, -0.5017], [0.2386, 0.2232, 0.0569], [-0.3221, -0.0023, -0.3808], [-0.1241, 0.1297, 0.0162], [-0.1236, 0.1112, -0.0631], [-0.0455, 0.2211, 0.0365], [-0.0752, 0.0964, -0.0597], [-0.1968, 0.1262, -0.0946], [-0.1228, -0.0337, 0.1768], [0.0374, 0.0823, 0.0426], [0.1860, 0.1879, 0.1163], [0.0392, 0.0421, 0.1163], [0.1182, 0.0343, -0.0003], [0.3351, 0.0317, 0.2734], [0.0987, -0.0348, 0.0665], [0.0318, -0.0204, 0.1120], [0.0595, -0.1110, 0.1881], [0.1256, -0.6514, 0.2199], [0.2052, 0.4011, 0.3836], [0.4796, 0.0617, -0.1658], [-0.5083, 0.0724, 0.6303], [0.0869, 0.3341, -0.0860], [0.0440, -0.8471, -0.0402], [0.0254, 0.5315, 0.2143], [0.0813, -0.1144, -0.1041], [0.0387, 0.3761, 0.1078], [0.1164, -0.0523, -0.1532], [-0.1549, 0.2701, -0.0126], [-0.1397, 0.0930, -0.1760], [-0.2028, 0.0123, -0.1395], [-0.3011, -0.1921, 0.1128], [0.2995, 0.0393, -0.3389], [-0.0574, -0.1531, -0.2581], [0.0737, -0.0182, 0.0941], [-0.2095, 0.1430, 0.0026], [0.0549, -0.0696, -0.1962], [0.0213, 0.0073, 0.0028], [-0.0635, -0.0279, -0.0080], [-0.0028, -0.0634, 0.0316], [-0.0096, -0.1720, -0.0396], [0.6277, -0.6049, -0.3722], [-0.1356, 0.2388, -0.0710], [0.0360, -0.7133, 0.6988], [-0.1872, 0.2674, -0.4973], [0.1834, -0.3524, -0.0555], [0.1468, 0.4615, 0.7125], [-0.2013, -0.5392, -0.4959], [-0.2519, -0.2127, 0.0305], [0.5589, 0.4528, -0.2206], [-0.1223, 0.1986, 0.1643], [-0.1130, 0.1479, 0.0051], [-0.1454, 0.1739, 0.0268], [-0.0294, 0.0653, -0.0927], [-0.0064, 0.3186, -0.2971], [-0.0618, -0.0909, 0.0807], [-0.0007, 0.0825, 0.1826], [-0.0515, -0.0802, -0.0431], [-0.0202, -0.0621, -0.1253], [-0.0547, 0.4026, 0.1191], [0.2323, 0.1404, -0.0347], [-0.0486, -0.1876, 0.0854], [-0.2706, -0.0756, 0.0617], [-0.0858, -0.0502, 0.0759], [0.3500, -0.3219, -0.4300], [0.0846, 0.0378, 0.1196], [-0.0271, -0.0931, -0.0520], [-0.0865, 0.0539, 0.0302], [0.2755, -0.3110, -0.1024], [0.2100, 1.5379, 0.0126], [-0.2227, 0.1103, 0.2223], [-0.1235, 0.2522, 0.0016], [-0.0595, -0.0525, 0.0898], [-0.0363, -0.7545, -0.0782], [-0.2732, -0.1970, 0.0610], [-0.1648, -0.1611, 0.0529], [-0.4009, -0.0713, -0.1141], [-0.0612, -0.1467, -0.0163], [0.2232, -0.0323, -0.1389], [0.0916, 0.1983, 0.0357], [-0.1012, -0.0275, 0.0491], [0.2721, -0.0537, 0.1265], [-0.0211, 0.7402, 0.3146], [-0.5716, -0.1805, -0.0642], [0.4136, -0.1146, 0.0215], [0.1539, -0.1778, -0.0447], [-0.1855, -0.0705, -0.0138], [0.2057, -0.1783, -0.1090], [0.7910, 0.2776, 0.0229], [-0.4655, 0.0022, 0.4417], [0.1204, 0.0594, -0.2650], [-0.2828, -0.0820, -0.1589], [-0.1170, 0.0269, -0.0742], [-0.0380, -0.2411, 0.0247]],
  "homo_ha": -0.34270,
  "orbital_gap_ev": 9.95,
  "e_above_lowest_ev": 0.000,
  "lumo_energy_ha": 0.0228,
  "smiles": "COC(=O)OC.COCCOCCOC.COCCOCCOC.COCCOCCOC.CC#N.CC#N.CC#N",
  "e_tot_ev": -57957.9789
}

---

{
  "formula": "C13H42N2O7",
  "method": "ωB97M-V/def2-TZVPD",
  "elements": ["C", "C", "C", "O", "C", "N", "H", "H", "H", "H", "H", "H", "H", "H", "H", "H", "H", "C", "C", "C", "O", "C", "N", "H", "H", "H", "H", "H", "H", "H", "H", "H", "H", "H", "C", "O", "H", "H", "H", "H", "C", "O", "H", "H", "H", "H", "C", "O", "H", "H", "H", "H", "C", "O", "H", "H", "H", "H", "C", "O", "H", "H", "H", "H"],
  "coordinates": [[-0.683908, 0.923699, 2.000210], [-0.429908, 1.390939, 0.606460], [1.088802, 1.083289, 0.203180], [1.313632, -0.317971, -0.020620], [2.629452, -0.624251, -0.320100], [-1.425178, 0.745219, -0.234820], [-0.042718, 1.482379, 2.682020], [-0.714088, -0.143371, 2.220580], [-1.720308, 1.048769, 2.313800], [-0.512328, 2.471429, 0.488850], [1.762112, 1.582529, 0.899960], [1.287702, 1.559559, -0.756880], [3.246622, -0.358101, 0.538020], [2.996912, 0.041339, -1.101170], [2.854532, -1.669201, -0.533420], [-2.257018, 0.634459, 0.327200], [-1.051388, -0.187201, -0.339570], [1.202092, -0.361781, -2.820180], [-0.047168, 0.486859, -3.019930], [-1.385348, -0.210631, -2.838600], [-2.337228, 0.327019, -3.605280], [-3.564568, -0.370981, -3.465750], [0.092832, 1.752299, -2.259080], [1.177312, -1.316391, -3.345730], [1.053122, -0.756981, -1.815330], [2.167222, 0.104919, -3.017150], [0.093862, 0.830599, -4.044650], [-1.668738, -0.054251, -1.797770], [-1.252128, -1.267771, -3.068400], [-4.352978, 0.163189, -3.996000], [-3.963228, -0.358311, -2.451350], [-3.419918, -1.435591, -3.649550], [-0.839828, 2.122129, -2.375190], [0.149582, 1.379329, -1.322180], [2.596972, -3.202721, 0.671390], [1.555232, -3.608871, -0.125010], [3.377822, -2.835281, 0.005540], [2.362622, -2.339841, 1.294790], [2.997852, -4.003731, 1.292510], [1.797132, -4.449431, -0.520660], [0.534212, 1.616779, 4.744270], [-0.724298, 1.288309, 5.317330], [1.180112, 0.745099, 4.849510], [0.466372, 2.015369, 3.732040], [0.875642, 2.453019, 5.354380], [-0.564378, 0.993619, 6.216880], [0.604412, -1.966381, 2.894500], [-0.270568, -3.074511, 3.029420], [0.482122, -1.357781, 1.998530], [0.274942, -1.300071, 3.691750], [1.661312, -2.203681, 3.015960], [-1.050918, -2.876801, 3.552470], [-3.621288, -0.519301, 0.636460], [-4.116618, -1.760121, 0.875120], [-2.689788, -0.620961, 0.079600], [-4.276208, 0.034959, -0.035830], [-3.193198, -0.098431, 1.546250], [-4.896478, -1.725351, 1.433890], [2.407242, 3.299399, -2.699270], [2.161492, 2.032099, -2.142290], [1.953722, 4.112169, -2.131960], [3.471462, 3.501819, -2.819890], [1.959102, 3.376849, -3.689860], [1.236152, 1.776609, -2.149420]],
  "forces_ev_per_angstrom": [[-0.7114, 0.6217, 1.3027], [1.4273, -1.0502, 0.4226], [-1.3269, -0.1740, -0.4210], [-1.6404, 0.1794, 1.8583], [1.9917, 1.5475, -0.1490], [1.0051, 1.1200, 0.6296], [-0.7498, -1.0403, -0.8863], [1.0619, 0.1271, -0.6891], [-0.2333, 1.2464, -0.0069], [-0.0526, 0.1985, 0.3014], [0.1327, -0.4489, 0.4993], [1.2239, 0.0583, 2.3121], [0.2879, -0.1312, 0.4631], [0.0410, -0.1716, -0.2324], [-1.0538, 1.3954, -0.7011], [1.0071, 1.1822, -0.2882], [0.0133, -0.4391, 0.1631], [-1.1049, -2.0698, 0.5755], [1.3924, 0.4720, -2.6860], [2.3436, -1.2174, 1.6206], [-2.7608, 1.3089, -2.1168], [-0.0348, 0.5500, 0.6801], [-8.1550, -2.4207, -1.2481], [-0.3565, 0.1881, -0.8210], [0.8116, 0.2562, -0.2094], [-0.5505, 0.0566, 0.2419], [-0.8637, -0.0940, -0.5033], [-0.0291, -0.7541, -0.9826], [0.0794, -0.4653, -0.0124], [0.3435, -0.4456, -0.7338], [0.4053, 0.2101, 0.6544], [-0.2316, -0.0452, -0.7544], [-0.0725, 0.8221, 0.3861], [-1.6803, 0.6269, -0.4425], [1.8145, -0.2313, 0.6167], [-1.5673, -0.3080, -0.4636], [0.8454, -0.8780, 0.6415], [-0.3495, -0.5252, -0.2674], [-0.0510, -0.1321, 0.2164], [-0.1250, -0.0009, -0.0529], [0.2516, 0.8618, 1.8917], [-0.7942, -0.2515, -0.8347], [0.4194, 0.2175, -0.5151], [0.1084, -0.1905, 1.2083], [0.8440, 0.0077, -0.0397], [0.0082, 0.0165, -0.0285], [-1.1007, 0.9602, 1.3045], [0.4753, -0.9989, -0.8293], [0.1096, -0.8581, -0.3805], [0.7062, 0.4724, 0.2704], [-0.3185, -0.4425, 0.2690], [0.2601, 0.3607, -0.0804], [1.0089, -0.2573, -0.7611], [-0.9495, -2.2645, 0.4633], [-1.3266, -1.6648, -0.2132], [-0.1003, 0.8720, 0.5878], [-0.9664, 0.8460, 0.3409], [-0.0279, 0.0696, -0.0106], [-0.7848, -0.4406, -0.2075], [8.8138, 1.6373, 0.2697], [0.0425, 0.1870, 0.3743], [0.0321, -0.2233, 0.2316], [-0.0633, -0.0120, -0.3659], [0.8252, 1.9707, -1.8621]],
  "homo_ha": -0.31040,
  "orbital_gap_ev": 8.93,
  "e_above_lowest_ev": 9.582,
  "lumo_energy_ha": 0.0177,
  "e_tot_ev": -31462.5385
}